(1)
ORCA calculation (ωB97M-V/def2-TZVPD) on a single C5H7N3O molecule.

```
! wB97M-V def2-TZVPD RIJCOSX def2/J DEFGRID3
* xyz 0 1
C 2.599 -0.083 0.161
C 1.121 0.291 -0.016
N 0.366 -0.938 -0.217
N -0.911 -1.144 -0.184
C -1.862 -0.253 -0.117
C -3.192 -0.833 0.010
N -4.218 -1.340 0.167
C -1.803 1.235 -0.123
O -2.817 1.877 0.015
H 3.001 -0.503 -0.771
H 2.730 -0.829 0.948
H 3.221 0.802 0.380
H 0.755 0.779 0.908
H 0.971 0.983 -0.859
H 0.890 -1.823 -0.069
H -0.853 1.778 -0.233
*
```

## Properties
HOMO = -9.48 eV
SMILES = CCN/N=C(/C#N)C=O
Kohn-Sham gap = 9.23 eV
DFT total energy = -434.156180 Eh
LUMO energy = -0.25 eV

***

(2)
ORCA calculation (ωB97M-V/def2-TZVPD) on a single C6H8 molecule.

```
! wB97M-V def2-TZVPD RIJCOSX def2/J DEFGRID3
* xyz 0 1
C 2.763 -0.325 0.478
C 1.532 -0.240 0.093
C 0.259 -0.088 0.061
C -0.512 1.189 -0.126
C -1.728 0.281 -0.471
C -0.948 -0.967 0.023
H 3.579 -0.150 -0.224
H 2.475 -0.930 1.367
H -0.612 1.789 0.781
H -0.119 1.821 -0.931
H -2.652 0.518 0.055
H -1.912 0.226 -1.546
H -0.900 -1.857 -0.607
H -1.225 -1.270 1.046
*
```

## Properties
HOMO = -8.30 eV
SMILES = C=C=C1CCC1
Kohn-Sham gap = 9.38 eV
DFT total energy = -233.282665 Eh
LUMO energy = 1.08 eV

***

(3)
ORCA calculation (ωB97M-V/def2-TZVPD) on a single C7H9N molecule.

```
! wB97M-V def2-TZVPD RIJCOSX def2/J DEFGRID3
* xyz 0 1
C -2.228 0.107 -0.072
C -1.501 1.164 0.102
C -0.125 0.832 -0.009
C 1.109 1.343 -0.075
C 2.177 0.238 -0.017
N 1.448 -1.139 0.121
C 0.048 -0.653 0.388
C -1.256 -1.118 -0.129
H -3.283 0.065 -0.014
H -1.773 2.206 0.496
H 1.375 2.421 -0.432
H 2.818 0.441 0.851
H 2.781 0.159 -0.882
H 1.332 -1.758 -0.835
H -0.056 -0.796 1.437
H -1.650 -2.141 0.221
H -1.216 -1.371 -1.152
*
```

## Properties
HOMO = -8.41 eV
SMILES = C1=CC2=CCN[C@@H]2C1
Kohn-Sham gap = 9.41 eV
DFT total energy = -326.766463 Eh
LUMO energy = 1.01 eV

***

(4)
ORCA calculation (ωB97M-V/def2-TZVPD) on a molecular structure, C57H49Cl3F2N3O2P2Sn.

```
! wB97M-V def2-TZVPD RIJCOSX def2/J DEFGRID3
* xyz 1 1
Sn 0.819 -0.623 -0.659
C -3.531 -0.787 1.073
N -2.108 -0.948 0.762
P -1.599 -2.045 -0.462
C -2.306 -3.673 0.020
C -2.388 -3.997 1.373
C -2.977 -5.180 1.788
C -3.476 -6.069 0.848
C -3.355 -5.779 -0.503
C -2.771 -4.594 -0.921
C -2.398 -1.885 -2.085
C -3.672 -1.454 -2.431
C -4.122 -1.613 -3.735
C -3.316 -2.193 -4.700
C -2.037 -2.620 -4.366
C -1.587 -2.469 -3.066
P -0.827 -0.822 1.930
C -1.454 -1.531 3.510
C -0.761 -2.590 4.095
C -1.199 -3.144 5.289
C -2.338 -2.648 5.905
C -3.025 -1.584 5.335
C -2.578 -1.016 4.153
C -0.741 0.903 2.527
C 0.218 1.093 3.526
C 0.419 2.343 4.082
C -0.353 3.417 3.659
C -1.319 3.229 2.685
C -1.507 1.980 2.107
H -4.095 -0.780 0.143
H -3.693 0.169 1.568
H -3.916 -1.584 1.713
H -1.999 -3.318 2.110
H -3.046 -5.398 2.846
H -3.957 -6.983 1.169
H -3.729 -6.477 -1.240
H -2.687 -4.393 -1.979
H -4.337 -1.009 -1.704
H -5.117 -1.275 -3.994
H -3.681 -2.312 -5.711
H -1.392 -3.064 -5.111
H -0.583 -2.795 -2.804
H 0.127 -2.983 3.610
H -0.656 -3.966 5.737
H -2.679 -3.073 6.839
H -3.910 -1.188 5.816
H -3.083 -0.150 3.746
H 0.792 0.249 3.893
H 1.168 2.472 4.853
H -0.204 4.395 4.099
H -1.941 4.063 2.385
H -2.243 1.844 1.329
F 1.746 -5.559 1.544
C 2.240 -4.583 0.771
C 1.418 -3.531 0.407
C 1.931 -2.536 -0.399
C 3.240 -2.581 -0.881
C 4.039 -3.631 -0.430
F 5.339 -3.678 -0.758
C 3.564 -4.638 0.388
C 3.689 -1.549 -1.837
C 4.745 -1.716 -2.727
C 5.038 -0.695 -3.616
C 4.289 0.471 -3.588
C 3.247 0.548 -2.687
N 2.950 -0.438 -1.847
H 0.391 -3.514 0.757
H 4.214 -5.439 0.710
H 5.305 -2.636 -2.744
H 5.839 -0.814 -4.333
H 4.487 1.289 -4.266
H 2.613 1.425 -2.624
Cl 1.013 2.283 -4.375
C 0.046 0.830 -4.751
Cl -1.663 1.220 -4.553
Cl 0.361 0.332 -6.400
C 0.499 -0.274 -3.724
O 1.250 -1.153 -4.078
O 0.015 -0.052 -2.551
C 3.301 6.104 0.944
C 2.720 5.943 -0.305
C 2.132 4.735 -0.645
C 2.136 3.670 0.256
C 2.692 3.850 1.522
C 3.271 5.061 1.861
C 1.523 2.394 -0.166
C 1.879 1.190 0.247
C 3.044 0.646 0.930
C 2.952 -0.408 1.841
C 4.080 -0.912 2.466
C 5.326 -0.375 2.182
C 5.437 0.662 1.264
C 4.314 1.160 0.629
H 3.769 7.044 1.205
H 2.727 6.764 -1.011
H 1.677 4.605 -1.621
H 2.651 3.040 2.239
H 3.702 5.198 2.845
H 0.693 2.496 -0.852
H 1.983 -0.840 2.050
H 3.988 -1.725 3.175
H 6.209 -0.773 2.664
H 6.411 1.078 1.042
H 4.405 1.953 -0.103
C -3.557 3.629 -3.054
C -2.814 3.975 -1.755
C -3.803 4.290 -0.626
C -1.865 5.162 -1.976
C -2.011 2.813 -1.367
N -1.381 1.901 -1.065
H -4.221 4.451 -3.326
H -4.151 2.723 -2.929
H -2.851 3.459 -3.867
H -4.377 5.181 -0.881
H -3.275 4.481 0.307
H -4.501 3.466 -0.471
H -2.441 6.026 -2.308
H -1.121 4.931 -2.739
H -1.346 5.427 -1.053
*
```

## Properties
HOMO = -10.36 eV
Kohn-Sham gap = 6.95 eV
DFT total energy = -4993.368415 Eh
LUMO energy = -3.41 eV

***

(5)
ORCA calculation (ωB97M-V/def2-TZVPD) on a molecular structure, C22H25N2O2PtS4.

```
! wB97M-V def2-TZVPD RIJCOSX def2/J DEFGRID3
* xyz 1 1
Pt 0.859 -0.156 -1.343
C 4.070 1.583 -0.262
C 4.298 0.735 -1.506
S 3.069 -0.521 -1.979
C 3.395 -2.038 -1.062
C 3.065 -2.038 0.413
S 1.472 -1.240 0.785
C 1.854 0.358 1.610
C 3.193 0.546 2.296
S 4.671 0.782 1.248
H 3.021 1.856 -0.168
H 4.623 2.516 -0.379
H 5.248 0.201 -1.455
H 4.355 1.372 -2.391
H 4.420 -2.356 -1.255
H 2.731 -2.735 -1.581
H 3.840 -1.555 0.997
H 2.974 -3.069 0.753
H 1.073 0.421 2.370
H 1.653 1.151 0.897
H 3.434 -0.308 2.932
H 3.096 1.412 2.950
C -3.879 -3.254 4.330
C -3.357 -2.832 2.986
C -2.082 -3.214 2.573
C -1.592 -2.849 1.332
C -2.385 -2.085 0.487
C -3.671 -1.718 0.864
C -4.143 -2.086 2.112
S -1.800 -1.608 -1.102
O -2.929 -1.569 -1.981
O -0.651 -2.430 -1.403
N -1.120 -0.118 -1.037
C -1.736 1.101 -1.285
C -3.054 1.434 -1.096
C -3.515 2.723 -1.426
C -2.685 3.674 -1.951
C -1.330 3.356 -2.188
C -0.404 4.249 -2.771
C 0.879 3.846 -3.011
C 1.263 2.543 -2.663
N 0.434 1.694 -2.093
C -0.868 2.070 -1.852
H -3.165 -3.017 5.119
H -4.046 -4.332 4.354
H -4.823 -2.763 4.562
H -1.469 -3.820 3.229
H -0.619 -3.180 1.001
H -4.307 -1.183 0.174
H -5.147 -1.805 2.407
H -3.742 0.700 -0.706
H -4.558 2.958 -1.259
H -3.049 4.662 -2.199
H -0.728 5.248 -3.036
H 1.602 4.502 -3.472
H 2.261 2.187 -2.867
*
```

## Properties
HOMO = -10.66 eV
Kohn-Sham gap = 7.34 eV
DFT total energy = -2825.198660 Eh
LUMO energy = -3.32 eV

***

(6)
ORCA calculation (ωB97M-V/def2-TZVPD) on 4 unconnected molecules or ions with the total composition C31H64BN3O11S.

```
! wB97M-V def2-TZVPD RIJCOSX def2/J DEFGRID3
* xyz 0 1
C -7.638 -4.173 -1.400
C -7.612 -3.855 -3.025
C -7.116 -2.338 -3.403
C -7.838 -1.150 -2.498
C -8.392 0.082 -3.466
C -7.516 1.476 -3.283
C -5.937 1.322 -3.699
C -4.869 1.749 -2.522
C -3.926 3.063 -2.937
C -2.845 3.449 -1.726
C -1.531 2.492 -1.953
C -0.388 2.629 -0.754
C 0.977 1.935 -1.311
C 2.239 1.875 -0.273
C 2.467 3.196 0.657
C 3.170 2.936 2.114
C 3.595 1.767 -1.249
C 4.933 1.249 -0.464
O 4.994 -0.240 -0.287
C 6.007 -0.466 0.797
O 5.729 -0.225 2.108
C 7.538 -1.053 0.472
C 7.828 -2.498 1.261
O 2.168 0.592 0.438
S 0.796 0.460 1.435
O 0.850 -0.992 2.037
O -0.664 0.504 0.553
C -1.043 1.954 0.585
O -0.537 2.587 1.847
B -1.602 3.382 2.496
O -2.763 2.717 3.169
O -1.621 4.885 2.537
H -6.672 -3.707 -0.879
H -7.588 -5.335 -1.208
H -8.613 -3.778 -0.874
H -6.851 -4.597 -3.568
H -8.719 -4.039 -3.423
H -7.381 -2.139 -4.533
H -5.948 -2.237 -3.216
H -8.755 -1.617 -1.894
H -7.045 -0.685 -1.755
H -9.495 0.307 -3.081
H -8.501 -0.258 -4.591
H -8.011 2.357 -3.909
H -7.572 1.740 -2.124
H -5.763 0.182 -3.978
H -5.652 1.953 -4.671
H -5.471 1.941 -1.516
H -4.152 0.828 -2.275
H -4.583 3.991 -3.255
H -3.270 2.703 -3.840
H -3.419 3.262 -0.715
H -2.575 4.609 -1.733
H -1.841 1.342 -1.955
H -1.067 2.755 -3.007
H -0.151 3.773 -0.574
H 0.692 0.848 -1.700
H 1.342 2.529 -2.274
H 3.219 3.903 0.055
H 1.516 3.854 0.852
H 2.592 3.614 2.910
H 3.102 1.842 2.521
H 4.294 3.335 2.150
H 3.324 0.926 -2.050
H 3.805 2.767 -1.832
H 5.854 1.493 -1.183
H 5.169 1.792 0.546
H 7.614 -1.264 -0.694
H 8.374 -0.251 0.752
H 8.999 -2.718 1.337
H 7.337 -2.432 2.346
H 7.317 -3.336 0.604
H -2.220 2.055 0.647
H -2.881 3.071 4.104
H -0.880 5.225 3.127
C 10.819 1.836 0.904
O 9.644 1.502 0.828
N 11.663 1.554 1.957
C 13.045 1.985 1.970
C 11.155 0.803 3.085
H 11.308 2.411 0.100
H 13.690 1.105 2.041
H 13.206 2.630 2.838
H 13.294 2.539 1.060
H 10.797 -0.170 2.734
H 10.315 1.348 3.527
H 11.936 0.658 3.837
C 5.406 -5.293 0.736
O 6.322 -5.973 0.293
N 4.203 -5.779 1.201
C 3.167 -4.905 1.711
C 3.965 -7.208 1.181
H 5.481 -4.195 0.797
H 2.956 -5.175 2.750
H 2.265 -5.037 1.106
H 3.479 -3.858 1.668
H 4.730 -7.704 1.786
H 4.042 -7.567 0.151
H 2.974 -7.440 1.579
C -8.988 -1.858 1.289
O -8.884 -2.272 0.142
N -8.310 -0.779 1.815
C -8.491 -0.353 3.186
C -7.388 -0.048 0.970
H -9.662 -2.341 2.016
H -8.855 0.678 3.191
H -7.528 -0.405 3.702
H -9.211 -0.991 3.706
H -7.933 0.346 0.107
H -6.612 -0.732 0.615
H -6.929 0.775 1.523
*
```

## Properties
HOMO = -8.83 eV
Kohn-Sham gap = 8.82 eV
DFT total energy = -2634.150570 Eh
LUMO energy = -0.02 eV